Version a
{
  "formula": "C41H33NO4PPtS2Sb",
  "method": "ωB97M-V/def2-TZVPD",
  "species": ["Pt", "O", "N", "C", "C", "C", "C", "C", "S", "H", "H", "H", "H", "O", "S", "O", "O", "C", "C", "C", "C", "C", "C", "P", "C", "C", "C", "C", "C", "C", "C", "C", "C", "C", "C", "C", "H", "H", "H", "H", "H", "H", "H", "H", "H", "H", "H", "H", "H", "H", "C", "C", "C", "C", "C", "C", "Sb", "C", "C", "C", "C", "C", "C", "C", "C", "C", "C", "C", "C", "H", "H", "H", "H", "H", "H", "H", "H", "H", "H", "H", "H", "H", "H", "H"],
  "coordinates": [[-0.076, 0.295, 1.223], [2.245, 1.565, 0.167], [2.389, 1.694, 1.482], [3.507, 2.266, 1.978], [3.735, 2.281, 3.330], [2.789, 1.718, 4.182], [1.646, 1.164, 3.641], [1.439, 1.145, 2.264], [1.157, -1.542, 1.233], [4.194, 2.654, 1.242], [4.653, 2.709, 3.710], [2.956, 1.700, 5.252], [0.893, 0.722, 4.279], [-2.959, 1.278, 2.273], [-2.443, 2.332, 0.998], [-0.962, 2.235, 1.298], [-2.788, 1.580, -0.207], [-3.842, 0.270, 2.019], [-5.021, 0.244, 2.757], [-5.919, -0.795, 2.602], [-5.658, -1.811, 1.689], [-4.487, -1.786, 0.955], [-3.560, -0.753, 1.101], [-1.937, -0.817, 0.263], [-2.075, -0.877, -1.544], [-3.067, -1.578, -2.225], [-3.053, -1.637, -3.611], [-2.059, -0.980, -4.324], [-1.085, -0.257, -3.650], [-1.087, -0.214, -2.263], [-1.593, -2.602, 0.654], [-1.364, -3.603, -0.281], [-1.026, -4.890, 0.131], [-0.907, -5.186, 1.478], [-1.151, -4.196, 2.426], [-1.495, -2.919, 2.015], [-5.204, 1.045, 3.462], [-6.823, -0.818, 3.197], [-6.353, -2.632, 1.575], [-4.264, -2.611, 0.290], [-3.857, -2.079, -1.682], [-3.819, -2.197, -4.132], [-2.051, -1.023, -5.407], [-0.322, 0.273, -4.200], [-0.326, 0.348, -1.733], [-1.428, -3.381, -1.339], [-0.848, -5.659, -0.611], [-0.605, -6.177, 1.793], [-1.065, -4.419, 3.482], [-1.673, -2.142, 2.752], [5.301, -5.210, -0.961], [4.244, -5.047, -0.079], [3.661, -3.794, 0.085], [4.135, -2.705, -0.641], [5.202, -2.872, -1.522], [5.780, -4.123, -1.684], [3.281, -0.764, -0.330], [2.827, -0.320, -2.349], [2.626, -1.350, -3.264], [2.330, -1.050, -4.588], [2.220, 0.272, -4.994], [2.399, 1.301, -4.076], [2.695, 1.009, -2.751], [5.151, 0.249, -0.192], [5.773, 0.362, 1.051], [6.990, 1.018, 1.169], [7.592, 1.568, 0.045], [6.984, 1.440, -1.196], [5.765, 0.785, -1.319], [5.756, -6.184, -1.087], [3.871, -5.892, 0.486], [2.832, -3.666, 0.771], [5.582, -2.028, -2.088], [6.607, -4.249, -2.371], [2.698, -2.384, -2.947], [2.178, -1.850, -5.301], [1.982, 0.502, -6.025], [2.300, 2.332, -4.393], [2.800, 1.803, -2.021], [5.306, -0.064, 1.932], [7.466, 1.099, 2.138], [8.537, 2.088, 0.132], [7.458, 1.851, -2.079], [5.301, 0.694, -2.293]],
  "lowdin_charge": [0.678, -0.283, -0.246, -0.045, -0.060, -0.063, -0.074, -0.359, 0.255, 0.134, 0.110, 0.107, 0.105, -0.292, 0.826, -0.601, -0.476, -0.346, -0.007, -0.075, -0.081, -0.083, -0.260, 0.945, -0.352, -0.084, -0.078, -0.078, -0.065, -0.080, -0.434, -0.089, -0.080, -0.092, -0.084, -0.168, 0.120, 0.104, 0.102, 0.098, 0.095, 0.103, 0.102, 0.086, 0.089, 0.099, 0.102, 0.100, 0.104, 0.106, -0.088, -0.083, -0.135, -0.366, -0.126, -0.083, 1.545, -0.348, -0.110, -0.085, -0.101, -0.078, -0.127, -0.336, -0.142, -0.083, -0.081, -0.074, -0.112, 0.102, 0.103, 0.046, 0.097, 0.103, 0.100, 0.107, 0.106, 0.108, 0.092, 0.104, 0.106, 0.104, 0.106, 0.094],
  "total_charge": 0,
  "e_homo_ev": -7.9,
  "lumo_energy_ev": -1.068,
  "homo_lumo_gap_ev": 6.88
}

Version b
{
  "formula": "C41H33NO4PPtS2Sb",
  "method": "ωB97M-V/def2-TZVPD",
  "species": ["Pt", "O", "N", "C", "C", "C", "C", "C", "S", "H", "H", "H", "H", "O", "S", "O", "O", "C", "C", "C", "C", "C", "C", "P", "C", "C", "C", "C", "C", "C", "C", "C", "C", "C", "C", "C", "H", "H", "H", "H", "H", "H", "H", "H", "H", "H", "H", "H", "H", "H", "C", "C", "C", "C", "C", "C", "Sb", "C", "C", "C", "C", "C", "C", "C", "C", "C", "C", "C", "C", "H", "H", "H", "H", "H", "H", "H", "H", "H", "H", "H", "H", "H", "H", "H"],
  "coordinates": [[0.952, 0.483, -0.783], [0.673, 2.563, 0.801], [0.652, 2.096, 2.004], [1.223, 2.833, 2.992], [1.214, 2.422, 4.297], [0.621, 1.203, 4.613], [0.085, 0.442, 3.600], [0.101, 0.871, 2.267], [-0.549, -0.096, 0.981], [1.655, 3.755, 2.637], [1.671, 3.049, 5.049], [0.594, 0.848, 5.634], [-0.362, -0.522, 3.802], [2.297, 0.558, -2.462], [1.872, -0.613, -3.308], [2.875, -1.128, -4.196], [1.241, -1.564, -2.418], [0.586, 0.076, -4.353], [0.691, -0.145, -5.720], [-0.222, 0.419, -6.597], [-1.226, 1.246, -6.116], [-1.321, 1.486, -4.755], [-0.439, 0.890, -3.855], [-0.606, 1.389, -2.114], [-2.344, 1.229, -1.655], [-3.258, 0.476, -2.386], [-4.560, 0.326, -1.928], [-4.955, 0.926, -0.742], [-4.040, 1.660, 0.003], [-2.736, 1.799, -0.441], [-0.247, 3.173, -2.221], [1.039, 3.531, -2.631], [1.394, 4.867, -2.715], [0.474, 5.857, -2.394], [-0.807, 5.504, -1.999], [-1.168, 4.166, -1.913], [1.503, -0.762, -6.078], [-0.134, 0.228, -7.659], [-1.922, 1.719, -6.795], [-2.081, 2.166, -4.388], [-2.957, -0.009, -3.305], [-5.263, -0.265, -2.501], [-5.971, 0.810, -0.388], [-4.337, 2.110, 0.941], [-2.009, 2.335, 0.156], [1.757, 2.762, -2.885], [2.392, 5.134, -3.036], [0.752, 6.901, -2.461], [-1.532, 6.270, -1.757], [-2.175, 3.907, -1.614], [6.656, -1.903, -2.340], [6.816, -0.685, -1.696], [5.815, -0.202, -0.863], [4.655, -0.946, -0.670], [4.494, -2.166, -1.321], [5.496, -2.643, -2.155], [3.085, -0.242, 0.547], [3.180, -1.643, 2.126], [4.413, -2.006, 2.666], [4.477, -2.934, 3.695], [3.311, -3.512, 4.182], [2.084, -3.170, 3.632], [2.016, -2.238, 2.603], [3.944, 1.494, 1.401], [4.470, 1.526, 2.689], [4.959, 2.716, 3.214], [4.919, 3.878, 2.456], [4.388, 3.853, 1.173], [3.897, 2.666, 0.647], [7.432, -2.273, -2.998], [7.717, -0.104, -1.845], [5.943, 0.755, -0.368], [3.579, -2.736, -1.207], [5.359, -3.581, -2.675], [5.329, -1.575, 2.275], [5.437, -3.213, 4.111], [3.363, -4.238, 4.983], [1.177, -3.634, 3.997], [1.059, -1.986, 2.164], [4.491, 0.627, 3.293], [5.368, 2.734, 4.217], [5.297, 4.806, 2.867], [4.343, 4.760, 0.584], [3.454, 2.661, -0.343]],
  "lowdin_charge": [0.522, -0.207, -0.244, -0.032, -0.061, -0.074, -0.102, -0.633, 0.643, 0.133, 0.109, 0.106, 0.104, -0.527, 0.443, -0.284, -0.377, -0.236, -0.046, -0.058, -0.063, -0.091, -0.304, 0.942, -0.363, -0.075, -0.075, -0.078, -0.071, -0.156, -0.326, -0.082, -0.071, -0.083, -0.075, -0.075, 0.111, 0.109, 0.108, 0.115, 0.105, 0.104, 0.103, 0.108, 0.090, 0.090, 0.105, 0.102, 0.104, 0.096, -0.082, -0.083, -0.113, -0.366, -0.127, -0.074, 1.545, -0.354, -0.131, -0.083, -0.085, -0.079, -0.133, -0.369, -0.116, -0.088, -0.089, -0.081, -0.137, 0.102, 0.101, 0.092, 0.104, 0.108, 0.104, 0.103, 0.102, 0.105, 0.048, 0.089, 0.103, 0.101, 0.106, 0.095],
  "total_charge": 0,
  "e_homo_ev": -7.4,
  "lumo_energy_ev": 0.121,
  "homo_lumo_gap_ev": 7.48
}

Stability check: which of them is most stable? version b.

Version a
{
  "formula": "C15H19NO4",
  "method": "ωB97M-V/def2-TZVPD",
  "species": ["C", "H", "O", "C", "C", "C", "C", "C", "C", "O", "C", "H", "H", "H", "H", "C", "C", "C", "O", "N", "C", "H", "C", "O", "C", "H", "C", "H", "H", "H", "H", "H", "H", "H", "H", "H", "H", "H", "H"],
  "coordinates": [[5.820, 1.594, -0.985], [6.873, 1.340, -1.095], [5.195, 0.423, -0.522], [3.858, 0.452, -0.288], [3.033, 1.549, -0.474], [1.677, 1.475, -0.205], [1.107, 0.296, 0.258], [1.940, -0.817, 0.444], [3.293, -0.757, 0.184], [4.170, -1.787, 0.340], [3.681, -3.013, 0.823], [2.940, -3.448, 0.144], [3.243, -2.908, 1.821], [4.547, -3.672, 0.879], [1.497, -1.733, 0.804], [-0.308, 0.153, 0.551], [-1.238, 1.112, 0.503], [-2.639, 0.915, 0.944], [-3.132, 1.638, 1.794], [-3.324, -0.132, 0.410], [-2.994, -0.829, -0.811], [-2.007, -0.533, -1.163], [-4.046, -0.499, -1.883], [-5.347, -0.803, -1.444], [-5.666, -0.080, -0.274], [-6.679, -0.376, 0.001], [-4.680, -0.395, 0.852], [-4.878, 0.230, 1.724], [-4.760, -1.453, 1.124], [-5.646, 1.000, -0.485], [-3.877, -1.096, -2.781], [-3.975, 0.570, -2.137], [-3.007, -1.909, -0.618], [-0.983, 2.141, 0.294], [-0.612, -0.844, 0.849], [1.067, 2.350, -0.361], [3.441, 2.481, -0.833], [5.421, 1.908, -1.955], [5.720, 2.415, -0.268]],
  "lowdin_charge": [-0.082, 0.095, -0.061, -0.199, -0.008, -0.029, -0.220, 0.032, -0.193, -0.063, -0.083, 0.097, 0.098, 0.095, 0.108, -0.048, 0.003, -0.461, 0.056, -0.055, -0.128, 0.115, -0.188, -0.132, -0.180, 0.127, -0.112, 0.124, 0.133, 0.132, 0.127, 0.131, 0.133, 0.113, 0.122, 0.106, 0.105, 0.097, 0.097],
  "total_charge": 0,
  "e_homo_ev": -7.9,
  "lumo_energy_ev": 0.469,
  "homo_lumo_gap_ev": 8.41,
  "smiles": "COc1ccc(/C=C/C(=O)N2CCOCC2)cc1OC"
}

Version b
{
  "formula": "C15H19NO4",
  "method": "ωB97M-V/def2-TZVPD",
  "species": ["C", "H", "H", "O", "C", "C", "C", "C", "C", "C", "H", "H", "C", "H", "H", "C", "N", "C", "O", "C", "H", "H", "O", "C", "O", "C", "C", "C", "H", "H", "H", "H", "H", "H", "H", "H", "H", "H", "H"],
  "coordinates": [[-2.983, 3.950, 0.861], [-4.068, 4.007, 0.789], [-2.539, 4.339, -0.061], [-2.684, 2.588, 1.045], [-1.379, 2.223, 1.204], [-0.294, 3.090, 1.145], [0.990, 2.598, 1.308], [1.226, 1.250, 1.532], [0.133, 0.392, 1.593], [-1.151, 0.867, 1.438], [-2.000, 0.205, 1.497], [0.289, -0.663, 1.772], [2.626, 0.715, 1.633], [3.270, 1.419, 2.163], [2.625, -0.232, 2.174], [3.208, 0.481, 0.228], [2.354, -0.378, -0.555], [2.623, -1.672, -0.791], [3.663, -2.224, -0.506], [1.499, -2.425, -1.509], [1.227, -3.304, -0.913], [1.874, -2.765, -2.480], [0.346, -1.620, -1.725], [-0.835, -2.078, -1.255], [-0.961, -3.115, -0.659], [-1.923, -1.134, -1.587], [-3.145, -1.123, -0.703], [-3.233, -1.726, -2.057], [-3.281, -2.802, -2.128], [-3.763, -1.201, -2.836], [-3.615, -0.170, -0.517], [-3.131, -1.796, 0.141], [-1.586, -0.209, -2.033], [1.430, -0.035, -0.774], [4.180, -0.012, 0.298], [3.319, 1.436, -0.293], [1.824, 3.285, 1.263], [-0.433, 4.146, 0.976], [-2.646, 4.554, 1.710]],
  "lowdin_charge": [-0.091, 0.093, 0.095, -0.090, -0.275, -0.016, -0.035, -0.256, -0.036, 0.001, 0.109, 0.121, -0.128, 0.116, 0.120, -0.158, 0.077, -0.473, 0.066, -0.054, 0.134, 0.145, -0.008, -0.461, 0.120, -0.180, -0.109, -0.086, 0.110, 0.104, 0.101, 0.110, 0.144, 0.132, 0.121, 0.123, 0.117, 0.102, 0.096],
  "total_charge": 0,
  "e_homo_ev": -8.6,
  "lumo_energy_ev": 0.657,
  "homo_lumo_gap_ev": 9.27,
  "smiles": "COc1ccc(CCNC(=O)COC(=O)C2CC2)cc1"
}

Stability check: which of them is most stable? version b.